Entry 1:
Molecular formula: C3H7N2OSe
Method: DFT, ωB97M-V/def2-TZVPD

```
14
Properties=species:S:1:pos:R:3:forces:R:3
C 0.744 0.321 1.466 0.2 -1.6 1.8
C 1.861 0.171 0.457 -0.6 2.2 -1.3
C -0.537 -0.873 -0.260 0.6 2.2 0.0
N -0.473 -0.327 0.995 1.0 0.2 -0.6
N -1.398 0.344 -1.365 2.1 -2.2 -1.6
O 0.896 0.735 2.595 -0.9 -0.3 -2.2
Se 1.161 -0.933 -1.066 1.5 0.0 0.7
H 1.963 1.276 0.102 0.4 -2.0 0.3
H 2.789 -0.224 0.891 -0.5 0.2 -0.2
H -1.152 -1.713 -0.528 -0.5 -0.2 0.5
H -1.304 -0.232 1.522 -0.7 0.0 0.9
H -0.773 1.018 -1.840 -0.2 -0.5 0.6
H -2.115 0.811 -0.895 -1.8 0.7 0.5
H -1.661 -0.374 -2.074 -0.6 1.3 0.5
```
Forces are in eV/Å.

Results
ΔE to the lowest compared entry with this formula, charge and spin	26.3	kcal/mol
total charge	+1
orbital gap	0.36987	Eh

Mulliken atomic charge list, values in e, 5 entries: 0.251, -0.453, -0.215, -0.126, -0.533

=====

Entry 2:
Molecular formula: C22H17F2N7O
Method: DFT, ωB97M-V/def2-TZVPD

```
49
Properties=species:S:1:pos:R:3:forces:R:3
F 3.448 -3.177 1.896 0.5 0.3 1.9
F 1.906 -1.496 2.266 1.0 -1.0 -0.6
N -4.493 -0.413 -0.203 2.3 -0.7 -0.2
N -3.766 0.643 -0.372 -1.4 -0.8 4.4
N -4.282 -1.049 1.025 -0.8 1.9 -0.2
N -0.521 0.196 -0.292 0.6 2.8 -0.4
N 4.648 -1.885 -0.089 -0.1 -0.3 0.8
O -1.113 0.818 -2.385 -0.7 2.2 1.2
C -3.613 -0.179 1.780 -0.4 -0.5 -1.6
C -0.864 1.212 -1.066 -0.2 -2.2 0.3
C 5.375 -1.123 -0.924 0.0 -1.9 0.5
C 3.498 -1.421 0.359 -0.8 1.5 0.5
C 4.948 0.067 -1.417 0.2 0.8 -0.3
C 2.958 -0.195 -0.091 -2.1 -0.1 0.1
C 3.676 0.551 -1.022 0.9 0.4 -0.5
C -2.305 3.669 3.410 -0.4 -2.4 -1.5
C -0.906 -2.810 -3.155 -0.4 4.3 1.7
C -1.530 4.466 2.609 1.0 1.1 -1.7
C -1.301 -1.406 -3.322 0.7 -2.2 -0.4
C -2.830 2.493 2.828 0.2 -0.1 -1.5
C -0.376 -3.194 -1.924 0.7 -0.3 1.0
C -1.248 4.109 1.262 0.3 -1.2 0.6
C -0.408 -0.889 -1.144 -1.4 -2.1 0.7
C -1.012 -0.480 -2.335 1.6 -4.3 -1.2
C -2.629 2.113 1.423 -0.1 0.0 2.8
C -0.137 -2.288 -0.839 -0.6 1.0 -1.6
C -1.715 2.876 0.702 0.2 1.2 -1.7
N -3.304 0.887 0.995 1.3 1.0 -0.5
N 0.355 -2.717 0.423 -0.9 1.0 -1.3
C -1.347 2.588 -0.814 -1.2 0.4 1.5
C 2.611 -2.271 1.367 0.8 -1.2 -3.4
C 1.723 -3.216 0.453 -0.8 -0.6 0.8
H -3.383 -0.388 2.861 0.0 0.6 -1.6
H 6.315 -1.607 -1.232 -0.4 0.5 0.1
H 5.692 0.523 -2.100 -1.1 0.3 0.3
H 1.849 0.015 0.216 2.4 0.1 -0.6
H 3.371 1.515 -1.488 -0.2 -0.9 0.7
H -2.441 3.821 4.454 -0.2 0.3 0.5
H -0.990 -3.451 -3.981 -0.3 -0.9 -0.7
H -1.110 5.402 2.999 -0.1 -0.5 -0.2
H -1.816 -1.118 -4.217 0.0 0.2 -0.4
H -3.393 1.806 3.450 -0.2 0.2 -0.1
H -0.125 -4.263 -1.765 -0.1 0.8 0.0
H -0.503 4.668 0.645 -0.9 -0.3 0.7
H 0.175 -1.966 1.084 0.3 -0.3 0.1
H -0.666 3.343 -1.210 0.1 0.0 0.3
H -2.282 2.682 -1.418 0.6 -0.1 0.5
H 2.192 -3.122 -0.570 -0.6 -0.7 1.1
H 1.668 -4.336 0.865 0.8 2.5 -0.9
```
Forces are in eV/Å.

Results
ΔE to the lowest compared entry with this formula, charge and spin	47.7	kcal/mol
total charge	0
orbital gap	0.30053	Eh

Mulliken atomic charge list, values in e, 5 entries: -0.306, -0.297, -0.536, 0.055, -0.407

=====

What did the first record say?
Molecular formula: C3H7N2OSe
Method: DFT, ωB97M-V/def2-TZVPD

```
14
Properties=species:S:1:pos:R:3:forces:R:3
C 0.744 0.321 1.466 0.2 -1.6 1.8
C 1.861 0.171 0.457 -0.6 2.2 -1.3
C -0.537 -0.873 -0.260 0.6 2.2 0.0
N -0.473 -0.327 0.995 1.0 0.2 -0.6
N -1.398 0.344 -1.365 2.1 -2.2 -1.6
O 0.896 0.735 2.595 -0.9 -0.3 -2.2
Se 1.161 -0.933 -1.066 1.5 0.0 0.7
H 1.963 1.276 0.102 0.4 -2.0 0.3
H 2.789 -0.224 0.891 -0.5 0.2 -0.2
H -1.152 -1.713 -0.528 -0.5 -0.2 0.5
H -1.304 -0.232 1.522 -0.7 0.0 0.9
H -0.773 1.018 -1.840 -0.2 -0.5 0.6
H -2.115 0.811 -0.895 -1.8 0.7 0.5
H -1.661 -0.374 -2.074 -0.6 1.3 0.5
```
Forces are in eV/Å.

Results
ΔE to the lowest compared entry with this formula, charge and spin	26.3	kcal/mol
total charge	+1
orbital gap	0.36987	Eh

Mulliken atomic charge list, values in e, 5 entries: 0.251, -0.453, -0.215, -0.126, -0.533

=====

Number 1 is which compound?
C3H7N2OSe

=====

Which formula does entry 2 have?
C22H17F2N7O

=====

Look up the orbital gap of the first one.
0.36987 Eh